No. 1
Entry from the Open Molecules 2025 dataset: a molecular structure, C5H3NO5V in a non-equilibrium geometry (ωB97M-V/def2-TZVPD).

* multiplicity: 4
* total charge: +2
* HOMO-LUMO gap (alpha / beta): 10.5 / 10.4 eV
* lowest unoccupied orbital energy (alpha / beta): -0.346 / -0.427 Eh

Each line ends with the Mulliken charge.
Geometry (Å):
O: 0.00240 0.00460 -3.42582  -0.09
C: 0.00241 0.00465 -2.26990  0.43
V: 0.00248 0.00495 -0.36767  0.09
O: 1.93619 -2.46429 -0.29537  -0.09
C: 1.22929 -1.56073 -0.27426  0.38
C: -1.22415 1.57067 -0.27408  0.38
O: -1.93224 2.47308 -0.29591  -0.09
C: -1.56344 -1.22191 -0.27487  0.37
O: -2.46643 -1.92976 -0.29533  -0.08
C: 1.56816 1.23170 -0.27352  0.38
O: 2.47091 1.93856 -0.29574  -0.09
N: -0.00442 -0.00887 1.83865  -0.55
H: -0.83084 0.46371 2.16905  0.32
H: 0.81771 0.46074 2.18041  0.29
H: -0.00803 -0.96710 2.15436  0.34

***

No. 2
Entry from the Open Molecules 2025 dataset: a single C5H3NOS molecule in a non-equilibrium geometry (ωB97M-V/def2-TZVPD).

* SMILES: C=C1C(=O)N=CC1=S
* HOMO-LUMO gap: 7.7 eV
* lowest unoccupied orbital energy: -0.063 Eh

Each line ends with the Mulliken charge.
Geometry (Å):
C: -1.36345 -0.96875 0.90801  -0.77
C: -0.42845 -0.34190 0.12563  0.50
C: -0.37356 -0.03303 -1.41553  0.32
O: -1.08473 -0.39308 -2.29563  -0.46
N: 0.79065 0.77119 -1.59241  -0.44
C: 1.38089 0.99396 -0.51570  -0.15
C: 0.80283 0.36790 0.70258  0.26
S: 1.43624 0.30168 2.12919  -0.31
H: -2.18490 -1.39420 0.49495  0.39
H: -1.22423 -0.95543 2.04616  0.19
H: 2.24871 1.65167 -0.58723  0.46

***

No. 3
Entry from the Open Molecules 2025 dataset: a single C5H3NOS2 molecule in a non-equilibrium geometry (ωB97M-V/def2-TZVPD).

* HOMO-LUMO gap (alpha / beta): 7.3 / 6.6 eV
* lowest unoccupied orbital energy (alpha / beta): -0.031 / -0.050 Eh

Each line ends with the Mulliken charge.
Geometry (Å):
C: -1.60538 0.09123 -0.01049  -0.88
C: -2.02119 -1.19804 0.03004  -0.29
C: -0.17797 0.18775 -0.02176  1.09
C: 0.42106 -1.02153 0.16672  -0.57
C: 2.92302 0.24912 -0.15344  0.56
N: 0.48451 1.38216 -0.21981  -0.40
O: 3.78935 -0.50712 -0.35333  -0.33
S: -0.69230 -2.30721 0.15256  -0.12
S: 2.18342 1.57112 0.34783  -0.07
H: -2.25533 0.93936 -0.12353  0.31
H: -3.02511 -1.57287 0.04547  0.40
H: -0.02407 2.18603 0.13975  0.30

***

No. 4
Entry from the Open Molecules 2025 dataset: a single C5H3NS molecule in a non-equilibrium geometry (ωB97M-V/def2-TZVPD).

* SMILES: S=c1ccc#c[nH]1
* HOMO-LUMO gap (alpha / beta): 7.3 / 7.3 eV
* lowest unoccupied orbital energy (alpha / beta): -0.034 / -0.034 Eh

Each line ends with the Mulliken charge.
Geometry (Å):
S: -2.64171 0.40385 0.18942  -0.32
C: -1.02369 0.22533 0.07731  0.22
C: 0.07817 1.00749 0.06459  -0.35
C: 1.39198 0.65407 -0.01391  0.09
C: 1.63698 -0.72667 0.13966  -0.51
C: 0.66432 -1.54263 0.23405  0.39
N: -0.62822 -1.50988 0.09668  -0.34
H: -0.28641 2.07366 -0.19944  0.23
H: 2.22387 1.40393 -0.29495  0.31
H: -1.41530 -1.98916 -0.29343  0.27

***

No. 5
Entry from the Open Molecules 2025 dataset: a molecular structure, C5H3NS in a non-equilibrium geometry (ωB97M-V/def2-TZVPD).

* HOMO-LUMO gap: 8.7 eV
* lowest unoccupied orbital energy: 0.010 Eh

Each line ends with the Mulliken charge.
Geometry (Å):
C: -2.02819 -1.16377 0.32089  -0.66
C: -1.82609 -0.15751 -0.56208  0.17
C: -0.78063 -1.02836 0.84343  0.66
C: 0.80737 0.40093 -0.02678  0.29
C: 1.95962 1.00886 -0.15507  -0.56
N: 0.31350 -0.49365 0.80478  -0.47
S: -0.71951 0.73128 -1.29638  -0.17
H: -2.83576 -1.88120 0.54706  0.31
H: 2.16351 1.92381 -0.80878  0.21
H: 2.94618 0.65959 0.33293  0.22

***

No. 6
Entry from the Open Molecules 2025 dataset: 2 unconnected molecules or ions with the total composition C5H4 in a non-equilibrium geometry (ωB97M-V/def2-TZVPD).

* HOMO-LUMO gap: 9.6 eV
* lowest unoccupied orbital energy: -0.007 Eh

Each line ends with the Mulliken charge.
Geometry (Å):
C: -1.32981 -0.01054 0.02617  -0.26
C: 0.86890 -0.67268 0.00825  -0.15
C: 0.82184 0.81900 0.01628  -0.27
C: -0.09039 0.01433 0.87934  -0.28
C: -0.10461 0.03416 -0.83762  -0.27
H: -1.92454 -0.91765 0.01937  0.26
H: -1.93665 0.89071 0.03724  0.24
H: 2.24026 -1.82601 -0.17642  0.28
H: 1.45500 1.66868 0.02740  0.45

***

No. 7
Entry from the Open Molecules 2025 dataset: a single C5H4 molecule in a non-equilibrium geometry (ωB97M-V/def2-TZVPD).

* HOMO-LUMO gap (alpha / beta): 6.6 / 7.2 eV
* lowest unoccupied orbital energy (alpha / beta): -0.045 / -0.024 Eh

Each line ends with the Mulliken charge.
Geometry (Å):
C: 1.15465 3.20548 0.42674  -0.46
C: 0.81454 2.06659 0.21063  0.02
C: 0.32969 -0.43818 -0.33070  -0.31
C: 0.59661 0.80532 0.19461  0.20
C: -0.79394 -1.35574 -0.82670  -0.75
H: 1.43722 4.18994 0.46569  0.43
H: 0.96310 -1.14273 -0.04012  0.27
H: -1.80449 -1.10856 -0.73222  0.32
H: -0.50963 -2.41550 -0.85901  0.28

***

No. 8
Entry from the Open Molecules 2025 dataset: a single C5H4 molecule in a non-equilibrium geometry (ωB97M-V/def2-TZVPD).

* SMILES: C#CCC#C
* HOMO-LUMO gap: 10.4 eV
* lowest unoccupied orbital energy: 0.034 Eh

Each line ends with the Mulliken charge.
Geometry (Å):
C: -2.24054 -0.60464 -0.00762  0.24
C: -1.16759 -0.13680 -0.05187  -0.53
C: 0.08953 0.64496 0.04808  -0.52
C: 1.30632 0.12988 -0.23299  -0.17
C: 2.30316 -0.67337 -0.00959  -0.19
H: -3.47970 -0.88017 -0.18658  0.31
H: 0.11605 1.17723 0.96133  0.32
H: -0.20401 1.61049 -0.67753  0.22
H: 3.27678 -1.26757 0.15676  0.33

***

Which formula does entry 2 have? C5H3NOS